Entry from OMol25: a cluster of 2 separate species, C13H12F3N2OS in total at a distorted geometry (ωB97M-V/def2-TZVPD).

Last column: Mulliken charge in e.
Cartesian coordinates (Å):
C (0.076014, -2.568108, -1.570334)  -1.39
C (-1.069573, -3.196833, -0.804507)  1.45
C (-1.584814, -4.413253, -1.551357)  -1.77
C (-0.691448, -3.568057, 0.636792)  0.14
C (-1.451813, -3.132024, 1.714628)  -0.01
C (-1.057173, -3.437633, 3.021105)  -0.67
C (0.085529, -4.213436, 3.245226)  -0.34
C (0.829194, -4.692905, 2.157451)  -0.84
C (0.432882, -4.373637, 0.860528)  -0.29
O (-2.205242, -2.335879, -0.642021)  -0.24
S (-2.243758, -0.695741, -0.962062)  0.07
C (-4.055551, -0.744537, -0.856010)  0.59
F (-4.607847, 0.438001, -1.218112)  -0.23
F (-4.588809, -1.742509, -1.629670)  -0.22
F (-4.417044, -1.019410, 0.430083)  -0.23
H (0.909767, -3.280561, -1.614022)  0.43
H (-0.227449, -2.325786, -2.595561)  0.45
H (0.450722, -1.666019, -1.082758)  0.13
H (-0.769582, -5.133369, -1.694053)  0.33
H (-2.389589, -4.898584, -0.988500)  0.41
H (-1.989737, -4.120378, -2.529096)  0.42
H (-2.348003, -2.530875, 1.549002)  0.37
H (-1.655128, -3.057549, 3.848740)  0.37
H (0.400935, -4.450496, 4.263815)  0.35
H (1.718183, -5.306777, 2.317522)  0.35
H (0.999062, -4.745602, 0.004959)  0.25
C (0.133821, 1.477291, -0.995542)  -0.65
C (0.790806, 2.249401, -1.952085)  0.23
N (1.245973, 2.921813, -2.807383)  -0.62
C (0.891549, 0.639176, -0.198029)  0.38
N (1.492039, -0.092031, 0.511257)  -0.65
H (-0.883797, 1.756804, -0.707584)  0.41

Forces on atoms 1 to 3 (eV/Å):
0.252 0.185 -0.100
0.060 0.167 0.568
-0.339 -0.367 -0.154

The calculation puts the LUMO energy at 0.1040 Eh. The gap between HOMO and LUMO is 6.31 eV. Its net charge is -1. Its HOMO energy is -3.5 eV.



Entry from OMol25: a structure of composition C13H12F5IrN4O3S at a distorted geometry (ωB97M-V/def2-TZVPD).

Last column: Mulliken charge in e.
Cartesian coordinates (Å):
Ir (0.499861, 0.711273, -0.797826)  1.26
N (-1.300925, 1.542100, -1.364042)  -0.59
C (-1.072828, 2.985979, -1.752912)  -0.41
C (0.411015, 3.343574, -1.546016)  0.46
O (0.868563, 4.426483, -1.337808)  -0.53
N (1.217647, 2.172392, -1.667920)  -0.15
C (2.665020, 2.218244, -1.707572)  -0.49
C (3.089584, 1.745204, -0.297256)  0.58
O (4.069367, 2.152983, 0.262268)  -0.56
O (2.257251, 0.779362, 0.148465)  -0.59
H (-1.710688, 1.018676, -2.131880)  0.34
H (-1.944356, 1.438191, -0.585050)  0.35
H (-1.718971, 3.651571, -1.188292)  0.36
H (-1.290326, 3.121264, -2.811534)  0.31
H (3.085013, 3.187105, -1.949957)  0.39
H (3.053672, 1.399733, -2.316004)  0.27
F (-3.555744, -5.270325, -1.373768)  -0.26
C (-2.634663, -4.333983, -1.472332)  0.65
C (-2.997355, -3.038715, -1.808142)  -0.08
F (-4.269297, -2.738539, -2.031302)  -0.27
C (-2.023982, -2.067537, -1.906795)  0.40
F (-2.427652, -0.830440, -2.247084)  -0.37
C (-0.683545, -2.336138, -1.680024)  0.08
S (0.645998, -1.172500, -1.869080)  -0.22
C (-0.347388, -3.646344, -1.350591)  0.29
F (0.921611, -3.965530, -1.123318)  -0.30
C (-1.303161, -4.639102, -1.238846)  0.16
F (-0.952641, -5.870320, -0.907741)  -0.25
C (-0.258502, 1.065931, 4.330978)  -0.89
N (0.571629, 0.341974, 3.358046)  0.02
C (1.869394, -0.216302, 3.794292)  -0.88
C (0.198393, 0.151914, 2.141573)  0.70
N (-0.095008, -0.020488, 1.027216)  -0.71
H (-0.457426, 0.413861, 5.179532)  0.33
H (-1.198327, 1.351848, 3.867673)  0.34
H (0.276726, 1.953625, 4.663085)  0.32
H (1.695111, -0.967584, 4.562288)  0.34
H (2.475211, 0.595973, 4.190235)  0.33
H (2.371723, -0.655403, 2.937445)  0.29

Forces on atoms 1 to 3 (eV/Å):
0.854 0.058 2.047
-0.578 0.187 -0.576
0.286 -0.278 0.225

The calculation puts the LUMO energy (spin up / spin down) at -0.1852 / -0.2127 Eh. The gap between HOMO and LUMO (spin up / spin down) is 7.12 / 6.16 eV. Its net charge is +1. Its HOMO energy (spin up / spin down) is -12.2 / -12.0 eV. Its spin multiplicity is 2. Its expectation value of S² is 0.755.



Entry from OMol25: a structure of composition C13H12NO6S4Ti (ωB97M-V/def2-TZVPD).

Last column: Mulliken charge in e.
Cartesian coordinates (Å):
Ti (-0.634576, 0.587259, 1.109641)  0.34
O (-1.913028, 4.563041, 1.835177)  -0.42
C (-1.709366, 3.353874, 1.392533)  0.94
O (-1.161976, 2.458608, 2.038503)  -0.22
C (-2.242292, 3.078954, 0.006381)  -0.73
O (-2.359141, 1.672405, -0.164299)  -0.36
C (-3.632804, 1.132744, 0.245189)  -0.40
C (-3.507839, 0.382362, 1.566454)  0.59
O (-4.436886, 0.148004, 2.269351)  -0.53
O (-2.251792, -0.020875, 1.790164)  -0.50
H (-1.521212, 4.674484, 2.711082)  0.41
H (-1.502899, 3.450120, -0.708254)  0.39
H (-3.185941, 3.592898, -0.174580)  0.43
H (-3.952178, 0.432595, -0.528426)  0.34
H (-4.380316, 1.918832, 0.330814)  0.43
O (5.200869, -1.355745, -0.523307)  -0.52
C (4.232970, -0.788680, -0.128421)  0.62
S (3.298140, 0.379010, -1.108631)  -0.05
C (2.096356, 0.720775, 0.103535)  0.24
C (2.203603, 0.071128, 1.288769)  0.10
S (1.003577, 0.156333, 2.571740)  -0.24
S (3.525355, -1.044386, 1.495034)  -0.09
S (0.773965, 1.794808, -0.316865)  -0.34
N (-0.679967, -1.171574, -0.182294)  -0.20
C (0.491459, -1.788653, -0.799908)  0.86
C (0.771690, -1.525231, -2.130172)  -0.50
C (1.854051, -2.152130, -2.729101)  -0.77
C (2.655776, -3.012804, -1.993907)  -0.47
C (2.380285, -3.241067, -0.653016)  -0.67
C (1.294223, -2.626737, -0.046013)  -0.41
H (-1.324624, -0.924646, -0.934607)  0.31
H (-1.166051, -1.870273, 0.382854)  0.40
H (0.136664, -0.860041, -2.705023)  0.34
H (2.065233, -1.969988, -3.773381)  0.40
H (3.504215, -3.493881, -2.460377)  0.43
H (3.005490, -3.908148, -0.075872)  0.43
H (1.068962, -2.813386, 0.999224)  0.41

Forces on atoms 1 to 3 (eV/Å):
0.663 -0.144 -0.320
0.054 -0.255 -0.385
-0.235 -0.420 0.377

The calculation puts the LUMO energy at -0.1665 Eh. The gap between HOMO and LUMO is 6.81 eV. Its net charge is +1. Its HOMO energy is -11.3 eV.



Entry from OMol25: an isolated molecule of C13H12O at a distorted geometry (ωB97M-V/def2-TZVPD).

Last column: Mulliken charge in e.
Cartesian coordinates (Å):
C (0.171161, 1.974077, -2.164931)  -0.26
C (-0.041931, 1.388387, -1.110258)  -0.89
C (0.056209, 0.571572, 0.135662)  1.59
C (-1.183773, 0.533823, 0.921209)  -0.36
C (-1.931333, -0.642691, 0.894729)  -0.24
C (-3.221973, -0.638670, 1.484683)  -0.58
C (-3.713144, 0.377032, 2.254130)  -0.18
C (-2.948532, 1.524671, 2.400272)  -0.64
C (-1.603800, 1.561647, 1.810686)  -0.18
O (1.283577, 0.786591, 0.882315)  -0.59
C (1.125001, -0.436425, 0.130191)  -0.47
C (2.041230, -0.772872, -0.983658)  0.55
C (2.075152, -2.057613, -1.271929)  -0.98
C (3.005394, 0.280491, -1.380718)  -1.16
H (-0.136267, 2.398550, -3.096504)  0.41
H (-1.452856, -1.512648, 0.487754)  0.45
H (-3.682025, -1.656807, 1.776116)  0.21
H (-4.637518, 0.234946, 2.831842)  0.35
H (-3.159249, 2.289882, 3.184778)  0.30
H (-0.859851, 2.306215, 1.918228)  0.46
H (0.954150, -1.288367, 0.811714)  0.85
H (2.652798, -2.536502, -2.083927)  0.30
H (1.303569, -2.812283, -0.831046)  0.21
H (2.568452, 1.200991, -1.683845)  0.25
H (3.642660, 0.635571, -0.591757)  0.29
H (3.640808, 0.030252, -2.327588)  0.30

Forces on atoms 1 to 3 (eV/Å):
-1.751 -1.065 1.615
1.149 0.437 -0.811
1.058 1.832 -0.983

The calculation puts the LUMO energy at 0.0311 Eh. As for the SMILES: C#C[C@]1(c2ccccc2)O[C@@H]1C(=C)C. The gap between HOMO and LUMO is 10.14 eV. Its net charge is 0. Its HOMO energy is -9.3 eV.



Entry from OMol25: a structure of composition C13H12O5PSr at a distorted geometry (ωB97M-V/def2-TZVPD).

Last column: Mulliken charge in e.
Cartesian coordinates (Å):
O (-2.948235, -3.487325, -3.383940)  -0.06
C (-2.640595, -2.684701, -2.627184)  0.06
Sr (-1.928942, -0.754886, -0.817015)  1.44
O (1.539467, -2.898925, -1.408599)  -0.08
C (0.585580, -2.318244, -1.167933)  0.10
C (-4.423261, -0.300393, -1.195332)  -0.22
O (-4.066261, 0.645573, -0.496151)  -0.51
C (-2.732145, -2.736028, 0.855142)  0.03
O (-3.234006, -3.496343, 1.553294)  -0.03
C (-1.400471, 0.542654, -3.139153)  -0.01
O (-1.325857, 1.041436, -4.172022)  -0.01
H (-5.410134, -0.523879, -1.687786)  0.13
C (-0.341437, -0.514603, 2.207261)  -0.90
P (0.004785, 1.284098, 1.853318)  -0.11
C (-1.043404, 1.928382, 0.552038)  -0.88
C (1.613026, 1.055049, 1.038153)  0.53
C (1.830821, 0.857374, -0.337177)  0.08
C (3.142539, 0.725063, -0.804958)  -0.74
C (4.194823, 0.853137, 0.096120)  -0.41
C (3.984854, 1.088815, 1.459450)  -0.49
C (2.684798, 1.200603, 1.945307)  -0.56
H (-1.417442, -0.750404, 2.287575)  0.21
H (0.097661, -0.787637, 3.198007)  0.35
H (0.150417, -1.181388, 1.463249)  0.30
H (-1.002867, 3.033784, 0.615575)  0.32
H (-0.622697, 1.686642, -0.434739)  0.13
H (-2.119352, 1.695818, 0.576709)  0.46
H (1.001955, 0.822589, -1.049588)  0.37
H (3.304169, 0.537760, -1.868896)  0.40
H (5.227834, 0.816471, -0.286356)  0.36
H (4.813026, 1.196563, 2.165468)  0.38
H (2.481350, 1.422943, 3.010161)  0.37

Forces on atoms 1 to 3 (eV/Å):
0.568 2.105 1.930
-0.496 -2.214 -2.004
-0.608 0.749 0.668

The calculation puts the LUMO energy at -0.1539 Eh. The gap between HOMO and LUMO is 6.14 eV. Its net charge is +1. Its HOMO energy is -10.3 eV.



Entry from OMol25: an isolated molecule of C13H13Br2N3 at a distorted geometry (ωB97M-V/def2-TZVPD).

Last column: Mulliken charge in e.
Cartesian coordinates (Å):
H (2.919591, 3.329549, 3.266030)  0.24
N (1.921863, 3.140146, 3.401291)  -0.67
C (1.353402, 3.039792, 2.270072)  0.10
C (2.142000, 3.164414, 0.939949)  -0.80
C (1.922273, 1.860949, 0.139533)  0.73
C (2.992650, 1.135010, -0.493880)  -0.71
C (2.739615, -0.014707, -1.182602)  -0.47
C (1.421840, -0.567228, -1.284104)  0.46
N (1.266578, -1.724348, -1.997301)  -0.64
C (0.015327, -2.122131, -1.966926)  -0.52
C (-1.065242, -1.453951, -1.294577)  0.35
C (-2.459104, -2.072920, -1.380834)  -0.47
Br (-3.371498, -1.252163, -2.924818)  -0.07
C (-3.347343, -1.862391, -0.122168)  -0.25
C (-2.691178, -2.374897, 1.189170)  -1.10
Br (-4.056803, -0.025159, 0.080693)  -0.11
N (-0.909872, -0.324891, -0.646240)  -0.09
C (0.379031, 0.128166, -0.641589)  -0.17
C (0.652038, 1.347522, 0.049788)  -0.33
H (0.276918, 2.826265, 2.293815)  0.33
H (3.208497, 3.184410, 1.213854)  0.33
H (1.829340, 4.047448, 0.362356)  0.28
H (4.001809, 1.545762, -0.393026)  0.33
H (3.584428, -0.510599, -1.666779)  0.40
H (-0.225082, -3.048578, -2.508541)  0.35
H (-2.330248, -3.159206, -1.507652)  0.52
H (-4.249113, -2.474146, -0.279005)  0.53
H (-3.122917, -1.798629, 2.022416)  0.35
H (-3.033655, -3.411992, 1.354740)  0.33
H (-1.595464, -2.322931, 1.191886)  0.29
H (-0.196328, 1.861304, 0.508566)  0.48

Forces on atoms 1 to 3 (eV/Å):
-0.104 -0.006 0.152
-0.217 -0.035 -0.324
0.996 0.438 0.160

The calculation puts the LUMO energy at -0.0221 Eh. As for the SMILES: [H]/N=C\Cc1ccc2ncc([C@H](Br)[C@@H](C)Br)nc2c1. The gap between HOMO and LUMO is 8.69 eV. Its net charge is 0. Its HOMO energy is -9.3 eV.



Entry from OMol25: an isolated molecule of C13H13ClN2O2S at a distorted geometry (ωB97M-V/def2-TZVPD).

Last column: Mulliken charge in e.
Cartesian coordinates (Å):
C (-4.466876, -1.380622, -1.973614)  -1.19
C (-3.428652, -1.970482, -1.038623)  -0.23
O (-3.150157, -1.012068, -0.013953)  -0.19
C (-2.278274, -1.379564, 0.924788)  0.61
O (-1.747581, -2.455043, 0.968795)  -0.58
C (-2.047835, -0.245520, 1.912156)  -0.80
C (-1.374420, 0.879824, 1.194454)  -0.03
C (-1.969713, 2.016948, 0.756475)  -0.32
S (-0.832006, 3.027739, -0.066228)  -0.26
C (0.395289, 1.785886, 0.254025)  0.51
N (1.654692, 1.999445, -0.188119)  -0.07
C (2.754976, 1.155909, -0.089714)  0.43
C (3.972318, 1.607548, -0.600299)  -0.54
C (5.099487, 0.813422, -0.534297)  -0.68
C (5.014638, -0.443396, 0.044134)  0.34
Cl (6.424535, -1.441093, 0.128657)  -0.22
C (3.811023, -0.905085, 0.553345)  -0.82
C (2.683431, -0.109895, 0.488534)  -0.22
N (-0.048395, 0.767877, 0.901221)  -0.37
H (-5.380927, -1.161293, -1.428476)  0.30
H (-4.687222, -2.088220, -2.767439)  0.38
H (-4.094009, -0.458630, -2.411438)  0.30
H (-3.788033, -2.893341, -0.569879)  0.30
H (-2.496869, -2.198915, -1.567894)  0.32
H (-3.008151, 0.086427, 2.305107)  0.35
H (-1.407759, -0.613591, 2.713362)  0.30
H (-2.988712, 2.325190, 0.861050)  0.48
H (1.813768, 2.881505, -0.654111)  0.19
H (4.035448, 2.587395, -1.051772)  0.32
H (6.039009, 1.166061, -0.929237)  0.40
H (3.754241, -1.885336, 0.999116)  0.42
H (1.742722, -0.459081, 0.879867)  0.58

Forces on atoms 1 to 3 (eV/Å):
0.291 0.010 0.368
-0.037 -0.391 -0.283
-0.285 0.296 -0.137

The calculation puts the LUMO energy at 0.0150 Eh. As for the SMILES: CCOC(=O)Cc1csc(Nc2ccc(Cl)cc2)n1. The gap between HOMO and LUMO is 8.25 eV. Its net charge is 0. Its HOMO energy is -7.8 eV.



Entry from OMol25: an isolated molecule of C13H13ClN4O at a distorted geometry (ωB97M-V/def2-TZVPD).

Last column: Mulliken charge in e.
Cartesian coordinates (Å):
N (1.737146, -1.169940, -2.928613)  -0.68
C (1.066559, -2.519445, -2.626639)  -0.07
C (1.572330, -3.050643, -1.334508)  -0.85
O (1.183527, -2.195662, -0.220095)  -0.53
C (0.047869, -1.423857, -0.342643)  0.02
C (-0.243112, -0.516934, 0.639727)  -0.19
C (-1.299673, 0.376072, 0.453143)  0.56
N (-1.565226, 1.392449, 1.337546)  -0.09
C (-0.814837, 1.959225, 2.283827)  0.43
N (-1.389566, 2.855234, 3.148136)  -0.65
C (-0.577257, 3.623465, 3.864752)  -0.16
C (0.832860, 3.603738, 3.643051)  0.39
Cl (1.863925, 4.520688, 4.640645)  -0.22
C (1.362613, 2.792808, 2.760129)  -0.44
N (0.542509, 1.876723, 2.154376)  -0.40
C (-2.087037, 0.331175, -0.729074)  -0.91
C (-1.792559, -0.583841, -1.713648)  -0.93
C (-0.783063, -1.543049, -1.533897)  0.87
C (-0.413847, -2.400611, -2.567596)  -0.81
H (1.074017, -0.506581, -3.356491)  0.30
H (2.054615, -0.825917, -2.018587)  0.31
H (1.357471, -3.250484, -3.394993)  0.34
H (2.655077, -3.054520, -1.354093)  0.43
H (1.178684, -4.063746, -1.195592)  0.36
H (0.491426, -0.452066, 1.459652)  0.40
H (-2.490068, 1.798964, 1.328287)  0.25
H (-1.009023, 4.457992, 4.418860)  0.38
H (2.430710, 2.698866, 2.576535)  0.41
H (-2.810171, 1.066013, -0.897677)  0.42
H (-2.421368, -0.477923, -2.596003)  0.32
H (-0.902474, -3.372156, -2.436134)  0.30
H (-0.852055, -1.946035, -3.462387)  0.44

Forces on atoms 1 to 3 (eV/Å):
-0.584 -1.458 0.453
1.268 1.137 -1.654
-0.436 0.462 0.661

The calculation puts the LUMO energy at 0.0130 Eh. As for the SMILES: N[C@H]1COc2cc(Nc3ncc(Cl)cn3)ccc2C1. The gap between HOMO and LUMO is 8.09 eV. Its net charge is 0. Its HOMO energy is -7.7 eV.



| no. | molecular weight (g/mol) |
| --- | --- |
| 1 | 301.31 |
| 2 | 591.54 |
| 3 | 454.37 |
| 4 | 184.24 |
| 5 | 366.83 |
| 6 | 371.08 |
| 7 | 296.78 |
| 8 | 276.73 |